[1]
{
  "formula": "C4H4O2",
  "method": "the ωB97M-V functional and the def2-TZVPD basis",
  "elements": ["O", "O", "C", "C", "C", "C", "H", "H", "H", "H"],
  "positions_angstrom": [[-2.457, -0.017, -0.214], [-0.391, 1.626, -0.039], [2.353, -0.422, -0.290], [1.187, -0.138, -0.373], [-1.371, -0.549, -0.179], [-0.135, 0.268, 0.088], [3.295, -0.704, 0.116], [-1.237, -1.642, -0.164], [0.120, -0.138, 1.104], [-1.363, 1.716, -0.049]],
  "forces_ev_per_a": [[0.57, -0.31, -0.17], [-0.02, -0.06, 0.29], [-0.54, -0.06, 0.26], [0.72, -0.07, -0.47], [-0.33, 0.03, 0.00], [0.15, -0.33, 0.34], [0.28, -0.01, -0.54], [-0.09, -0.03, -0.18], [-0.95, 0.90, 0.50], [0.22, -0.06, -0.02]],
  "orbital_gap_ha": 0.38918,
  "homo_ev": -10.0,
  "lumo_ev": 0.6,
  "de_lowest_ev": 2.641,
  "smiles": "C#C[C@@H](O)C=O"
}

---

[2]
{
  "formula": "C18H21BrN2O4S",
  "method": "the ωB97M-V functional and the def2-TZVPD basis",
  "elements": ["Br", "S", "O", "O", "O", "O", "N", "N", "C", "C", "C", "C", "C", "C", "C", "C", "C", "C", "C", "C", "C", "C", "C", "C", "C", "C", "H", "H", "H", "H", "H", "H", "H", "H", "H", "H", "H", "H", "H", "H", "H", "H", "H", "H", "H", "H", "H"],
  "positions_angstrom": [[4.811, 1.287, -1.259], [1.648, -2.298, 0.757], [-0.793, 2.550, 0.572], [-1.978, 5.416, -1.214], [-2.036, -1.751, 1.641], [-1.301, 3.426, -2.004], [1.257, -4.916, 1.517], [-0.515, -3.450, 1.630], [-2.213, 5.882, -2.551], [0.924, 0.983, 0.186], [2.613, -5.246, 1.208], [1.323, 3.321, -0.335], [2.223, 0.700, -0.234], [3.045, 1.708, -0.692], [0.203, -1.332, 0.917], [-1.536, 4.168, -1.091], [-1.903, -5.361, 0.960], [-1.378, 3.808, 0.387], [-1.444, -4.460, 2.099], [0.013, -0.022, 0.667], [0.471, 2.326, 0.125], [-0.915, -2.154, 1.422], [0.782, -3.772, 1.353], [2.609, 3.020, -0.746], [-2.898, 7.232, -2.472], [2.657, -6.211, 0.026], [-2.273, 7.940, -1.936], [-1.049, -5.878, 0.530], [-2.607, -6.097, 1.337], [-2.392, -4.773, 0.187], [-0.992, 0.328, 0.870], [0.996, 4.347, -0.389], [2.587, -0.314, -0.211], [-0.832, 4.607, 0.905], [3.205, -4.346, 0.981], [-0.938, -5.050, 2.867], [-2.376, 3.731, 0.829], [-2.830, 5.146, -3.075], [-3.079, 7.606, -3.476], [-1.250, 5.952, -3.070], [2.055, -7.090, 0.243], [3.034, -5.733, 2.093], [2.264, -5.730, -0.866], [-3.847, 7.141, -1.950], [-2.290, -3.921, 2.530], [3.262, 3.800, -1.106], [3.682, -6.519, -0.162]],
  "forces_ev_per_a": [[-0.12, 0.02, 0.04], [0.10, -0.35, 0.05], [-0.01, -0.08, -0.07], [-0.11, 0.30, 0.31], [-0.05, -0.01, -0.03], [-0.06, 0.01, 0.02], [-0.63, -0.27, 0.23], [-0.57, 0.05, 0.18], [-0.09, 0.07, -0.48], [0.19, 0.57, -0.15], [0.28, 0.04, -0.19], [-0.25, 0.02, 0.12], [-0.12, 0.14, 0.03], [0.26, 0.07, -0.10], [0.26, 0.80, -0.26], [0.11, -0.33, 0.09], [0.09, 0.12, 0.13], [-0.06, 0.14, -0.12], [-0.31, -0.23, 0.05], [-0.44, -0.83, 0.31], [0.47, -0.29, -0.02], [-0.44, 0.11, 0.14], [0.90, 0.41, -0.26], [0.05, -0.25, 0.03], [0.21, -0.38, 0.18], [0.07, 0.20, 0.22], [0.03, 0.12, 0.02], [0.02, -0.07, -0.05], [-0.09, -0.11, 0.00], [-0.07, 0.03, -0.07], [-0.02, -0.14, 0.03], [-0.05, 0.09, 0.01], [0.09, 0.03, -0.06], [-0.06, -0.10, -0.07], [0.12, -0.15, 0.08], [-0.06, 0.10, -0.03], [0.15, 0.11, -0.06], [0.13, 0.10, 0.07], [-0.02, 0.05, -0.10], [-0.14, -0.07, 0.07], [-0.04, -0.09, -0.01], [0.12, 0.11, -0.10], [-0.03, 0.01, -0.10], [-0.11, 0.04, 0.02], [0.17, -0.09, 0.01], [0.04, 0.04, -0.02], [0.11, -0.08, -0.08]],
  "orbital_gap_ha": 0.28696,
  "homo_ev": -8.1,
  "lumo_ev": -0.3,
  "de_lowest_ev": 0.043,
  "smiles": "CC/N=C1\\S/C(=C\\c2cc(Br)ccc2OCC(=O)OCC)C(=O)N1CC"
}

---

[3]
{
  "formula": "C4H5NO",
  "method": "the ωB97M-V functional and the def2-TZVPD basis",
  "elements": ["O", "N", "C", "C", "C", "C", "H", "H", "H", "H", "H"],
  "positions_angstrom": [[-1.014, 1.199, -0.365], [-1.236, -2.398, -0.043], [-1.165, 0.132, 0.493], [-1.315, -1.256, 0.105], [0.224, 0.545, 0.427], [1.198, 0.171, -0.640], [1.640, 1.122, -0.960], [0.694, 0.814, 1.393], [2.017, -0.475, -0.308], [-1.717, 0.416, 1.386], [0.672, -0.270, -1.487]],
  "forces_ev_per_a": [[1.82, 0.22, 1.10], [-0.25, 0.71, -0.05], [-0.06, -0.94, 0.64], [-0.44, -1.14, -0.51], [-0.30, 0.72, -0.51], [-0.03, -0.08, -0.10], [0.05, -0.22, -0.11], [-0.68, 1.24, -0.75], [-0.26, 0.00, 0.11], [-0.02, -0.42, 0.15], [0.19, -0.08, 0.02]],
  "orbital_gap_ha": 0.42705,
  "homo_ev": -10.8,
  "lumo_ev": 0.8,
  "de_lowest_ev": 2.579,
  "smiles": "C[C@H]1O[C@H]1C#N"
}

---

[4]
{
  "formula": "C14H12AsMoN5O7S4",
  "method": "the ωB97M-V functional and the def2-TZVPD basis",
  "elements": ["Mo", "As", "S", "S", "S", "S", "O", "O", "O", "O", "O", "O", "O", "N", "N", "N", "N", "N", "C", "C", "C", "C", "C", "C", "C", "C", "C", "C", "C", "C", "C", "C", "H", "H", "H", "H", "H", "H", "H", "H", "H", "H", "H", "H"],
  "positions_angstrom": [[0.358, -1.199, 0.057], [3.189, -2.544, -0.370], [3.958, -2.870, 1.565], [2.548, -0.388, -0.564], [4.568, -3.156, -1.826], [1.088, -3.344, -0.640], [-1.165, -1.422, -3.425], [-3.681, -1.536, 1.490], [-1.626, -1.678, 0.633], [0.489, 4.121, -1.031], [0.172, 5.447, -2.662], [-0.314, -0.699, -1.518], [0.876, -1.566, 1.750], [2.142, -1.021, 3.510], [-1.148, -4.470, 2.728], [0.193, 4.326, -2.193], [-0.035, 0.950, 1.191], [1.202, -3.125, 6.179], [-0.389, -3.713, 3.146], [0.927, -3.013, 5.062], [-0.600, 3.467, -4.336], [-1.464, 1.179, 1.480], [-1.028, 1.113, -4.608], [-0.709, -0.522, -2.757], [-0.597, 0.868, -3.306], [0.580, -2.840, 3.707], [1.196, -1.839, 2.959], [-2.080, 0.033, 2.275], [-0.138, 1.923, -2.533], [-1.018, 2.406, -5.109], [-0.167, 3.226, -3.031], [-2.520, -1.162, 1.397], [-1.364, 0.275, -5.202], [-1.373, -0.320, 3.034], [-1.988, 1.291, 0.526], [2.834, -0.752, 2.818], [0.258, 1.728, -1.552], [2.565, -1.404, 4.342], [0.320, 1.788, 0.745], [-1.355, 2.586, -6.121], [-1.582, 2.113, 2.042], [-2.981, 0.377, 2.780], [-0.603, 4.481, -4.706], [0.464, 0.887, 2.074]],
  "forces_ev_per_a": [[0.49, -0.43, 0.59], [0.40, -0.25, -0.09], [-0.08, -0.01, 0.25], [0.03, 0.03, 0.09], [-0.21, 0.07, -0.39], [0.34, 0.15, -0.01], [-0.16, 0.30, -0.27], [0.09, 0.01, -0.15], [0.16, 0.11, -0.30], [-0.02, -0.50, 0.13], [-0.09, 0.34, -0.54], [-2.23, 2.31, -4.85], [1.13, -1.22, 4.78], [-0.17, 0.25, 0.12], [-0.09, 0.02, 0.08], [0.43, 0.87, 0.95], [-0.41, -0.03, -0.28], [0.06, 0.04, -0.04], [0.04, -0.11, -0.12], [0.05, -0.05, 0.25], [0.20, 0.39, 0.53], [-0.09, 0.03, 0.18], [0.08, -0.04, 0.28], [0.25, -1.14, 0.36], [0.00, 0.36, -0.04], [-0.21, 0.09, -0.25], [0.20, 0.11, -0.12], [-0.10, -0.22, -0.27], [0.10, 0.39, 0.12], [-0.08, -0.18, -0.33], [-0.53, -1.51, -1.03], [-0.04, 0.16, 0.43], [-0.04, -0.01, 0.03], [0.00, 0.00, 0.00], [0.04, 0.03, 0.03], [0.06, -0.14, -0.07], [-0.02, -0.02, 0.21], [0.06, 0.03, 0.02], [0.26, -0.04, -0.24], [0.02, 0.03, 0.00], [-0.06, -0.01, -0.06], [0.06, 0.04, 0.06], [-0.04, -0.02, -0.02], [0.14, -0.23, -0.05]],
  "orbital_gap_ha": [0.16428, 0.16945],
  "homo_ev": [-1.8, -1.9],
  "lumo_ev": [2.7, 2.7],
  "multiplicity": 3,
  "de_lowest_ev": 2.414,
  "total_charge": -2,
  "s2": 2.0177
}